# 1
{"formula": "C4H7FO", "method": "the ωB97M-V functional and the def2-TZVPD basis", "species": ["C", "C", "C", "C", "H", "H", "H", "H", "H", "H", "H", "O", "F"], "xyz": [[1.23656, 0.64106, 0.20299], [-0.21336, 0.23437, 0.11518], [-0.59378, -1.09721, 0.76659], [-0.65071, 0.29401, -1.33211], [1.59215, 0.72846, 1.24681], [1.89225, -0.00388, -0.37852], [1.32098, 1.63288, -0.26607], [-0.35590, -1.08240, 1.78312], [-1.65016, -1.28751, 0.60666], [-0.03584, -1.97073, 0.36286], [-1.43487, 1.01864, -1.64907], [-0.16837, -0.38633, -2.19984], [-0.93897, 1.27864, 0.74140]], "forces_ev_per_angstrom": [[0.5, 0.6, 0.1], [-0.2, 0.1, 0.2], [0.2, -0.4, -1.8], [-0.2, -0.1, -1.2], [-0.3, -0.2, -0.5], [-0.1, -0.3, 0.1], [0.0, -0.2, 0.3], [0.1, 0.3, 1.8], [-0.2, 0.0, 0.2], [-0.2, 0.8, -0.2], [0.1, 0.0, 0.7], [0.2, -0.2, 0.3], [0.0, -0.5, 0.1]], "nbo_charge": [-0.635, 0.245, -0.631, 0.412, 0.227, 0.235, 0.223, 0.224, 0.222, 0.234, 0.133, -0.512, -0.376], "e_lumo_ev": 0.94, "smiles": "CC(C)(F)C=O", "orbital_gap_ev": 11.1}

---

# 2
{"formula": "C4H7FO", "method": "the ωB97M-V functional and the def2-TZVPD basis", "species": ["C", "C", "C", "C", "H", "H", "H", "H", "H", "H", "H", "O", "F"], "xyz": [[1.25285, 1.12202, 0.12633], [0.49642, -0.24331, -0.09178], [-0.52532, -0.97155, 0.84225], [-0.89133, -0.48981, -0.54929], [2.45721, 0.99722, -0.82818], [0.56572, 2.15707, 0.14700], [1.75437, 0.86479, 1.19771], [-0.36234, -2.16841, 1.11567], [-0.93342, -0.39664, 1.64704], [-0.96137, -1.14692, -1.35140], [-2.28633, 0.89529, -1.16161], [-1.88499, 0.41810, -0.37093], [1.31853, -1.03786, -0.72281]], "forces_ev_per_angstrom": [[1.8, -0.7, 0.9], [-1.5, 2.9, 1.1], [2.3, -3.4, -0.5], [0.0, 0.3, 1.9], [-4.0, 0.9, 2.8], [2.2, -3.0, -0.3], [-0.9, 1.5, -2.5], [-0.3, 3.4, -1.0], [-0.3, 0.3, 0.1], [-0.3, -1.3, -1.3], [1.4, -1.2, 1.2], [-2.5, 2.7, -1.3], [2.0, -2.5, -1.2]], "nbo_charge": [-0.647, 0.299, -0.466, 0.043, 0.218, 0.251, 0.226, 0.226, 0.234, 0.184, 0.487, -0.719, -0.336], "e_lumo_ev": 0.67, "orbital_gap_ev": 10.0}

---

# 3
{"formula": "C4H7FO2", "method": "the ωB97M-V functional and the def2-TZVPD basis", "species": ["C", "C", "C", "C", "H", "H", "H", "H", "H", "H", "H", "O", "O", "F"], "xyz": [[-0.64216, -0.80494, -0.25074], [-0.80273, 0.74299, -0.30241], [0.65157, 0.91143, -0.11692], [0.76187, -0.46944, -0.51905], [-1.52431, -0.63898, 1.39975], [-1.37434, -1.21979, -0.81326], [-1.35020, 1.16140, 0.61053], [-1.49082, 1.16190, -1.20123], [0.93845, 1.70648, -0.78806], [0.82275, -0.31145, -1.50954], [1.98023, -0.75251, 1.09321], [-0.71087, -1.22584, 1.19210], [1.77030, -1.26137, -0.04289], [0.97025, 1.00011, 1.24851]], "forces_ev_per_angstrom": [[0.1, 2.4, 4.5], [-5.4, 1.2, 0.7], [-0.6, 2.0, 0.7], [1.9, -2.6, 0.5], [1.9, -1.9, 0.5], [-1.4, -2.4, -2.0], [0.5, -0.5, -1.0], [2.4, -0.8, 1.7], [1.7, 0.4, 0.7], [0.7, -0.4, -4.2], [-1.1, -2.5, -5.2], [-2.8, 2.0, -1.7], [1.8, 2.0, 5.4], [0.2, 1.1, -0.6]], "nbo_charge": [0.051, -0.457, 0.160, 0.036, 0.459, 0.180, 0.226, 0.234, 0.182, 0.179, 0.486, -0.706, -0.671, -0.356], "e_lumo_ev": 0.75, "orbital_gap_ev": 11.0}

---

# 4
{"formula": "C4H7FO3", "method": "the ωB97M-V functional and the def2-TZVPD basis", "species": ["C", "C", "C", "C", "H", "H", "H", "H", "H", "H", "H", "O", "O", "O", "F"], "xyz": [[1.23181, -0.69448, 0.91543], [-0.13818, -0.36221, 0.17746], [-1.35492, 0.41522, 0.47288], [-0.22224, 0.97440, -0.50622], [2.46435, 0.45415, -0.19257], [1.55186, 0.02998, 1.69508], [1.02281, -1.69469, 1.15804], [-1.16724, 0.93260, 1.44701], [-2.31358, -1.07552, -0.11237], [-0.56165, 0.91469, -1.56710], [0.58851, 2.95058, -1.23097], [2.21912, -0.64983, -0.26651], [-2.59286, -0.08828, 0.14999], [0.89416, 1.81732, 0.02386], [-0.31636, -1.46034, -0.75701]], "forces_ev_per_angstrom": [[-0.6, 1.8, -3.5], [2.5, -0.8, -1.8], [2.3, 1.6, 1.8], [-0.2, -1.3, 0.8], [-1.0, -4.7, -0.8], [-0.5, -0.9, -0.4], [0.8, -1.4, 1.0], [-1.1, -0.4, -0.5], [-1.5, 3.0, 0.5], [1.0, 0.4, 0.8], [1.2, -2.8, 3.8], [-0.2, 4.6, 3.1], [1.4, -2.9, -1.0], [-3.6, 2.8, -5.3], [-0.5, 1.1, 1.3]], "nbo_charge": [-0.104, 0.251, 0.055, -0.019, 0.487, 0.207, 0.206, 0.188, 0.496, 0.211, 0.433, -0.722, -0.668, -0.647, -0.374], "e_lumo_ev": -2.21, "orbital_gap_ev": 7.1}

---

# 5
{"formula": "C4H7FOS", "method": "the ωB97M-V functional and the def2-TZVPD basis", "species": ["C", "C", "C", "C", "O", "F", "S", "H", "H", "H", "H", "H", "H", "H"], "xyz": [[2.56390, 1.25601, 0.49715], [1.27801, 1.34714, 0.77167], [-1.75307, -0.71874, -0.80987], [0.17052, 0.42879, 0.58275], [-0.71324, 1.47162, -1.82083], [1.01656, 2.54689, 1.46326], [-0.21756, 0.20422, -1.28313], [3.26313, 1.99743, 0.75972], [2.95498, 0.52307, -0.02686], [-2.01901, -1.28096, -1.69748], [-2.47762, -0.03703, -0.61089], [-1.48869, -1.37642, 0.09339], [-0.62951, 0.85942, 1.03797], [0.61551, -0.46390, 0.77555]], "forces_ev_per_angstrom": [[-1.9, 2.0, 1.4], [2.0, 2.9, 1.0], [3.4, -2.8, 0.1], [1.8, 2.0, -3.6], [0.1, 0.7, -0.5], [-0.9, -1.3, -0.6], [-0.9, -0.4, 1.9], [0.3, 1.0, 0.4], [1.6, -3.8, -2.4], [-0.2, -0.4, 0.1], [-2.0, 2.2, 0.8], [-0.7, 0.8, -1.5], [-2.7, 0.2, 1.6], [0.1, -3.1, 1.3]], "nbo_charge": [-0.460, 0.405, -0.796, -0.660, -0.956, -0.361, 1.246, 0.219, 0.190, 0.229, 0.229, 0.222, 0.251, 0.240], "e_lumo_ev": 0.60, "orbital_gap_ev": 9.9}

---

# 6
{"formula": "C4H7FeO4", "method": "the ωB97M-V functional and the def2-TZVPD basis", "species": ["O", "C", "O", "Fe", "O", "C", "H", "H", "H", "C", "C", "O", "H", "H", "H", "H"], "xyz": [[-0.97813, 0.87634, 1.43145], [-1.67543, -0.11438, 1.06010], [-2.93456, -0.21466, 1.19766], [-3.02770, -1.10275, -0.53154], [-1.19636, -0.85197, 0.05821], [0.01361, 1.62988, -0.03813], [-0.56607, 2.54957, 0.13019], [0.92272, 2.24352, -0.10204], [-0.56994, 1.26530, -0.89074], [1.04818, -1.07103, 0.13911], [1.57638, 0.05331, -0.52491], [1.28448, -2.33612, -0.30684], [1.13819, -1.06415, 1.22997], [1.52413, 0.02478, -1.61927], [2.41043, 0.52472, 0.00066], [1.03007, -2.41236, -1.23388]], "forces_ev_per_angstrom": [[2.2, 1.0, -0.5], [0.0, 1.5, -3.0], [0.0, -0.3, 0.8], [-0.6, -0.5, 0.3], [0.3, -0.9, 0.1], [-3.9, 2.3, 0.3], [-0.6, -0.1, 0.6], [0.9, -1.4, 0.8], [0.9, -0.7, 0.3], [3.3, -2.7, 1.2], [0.0, -1.2, -1.2], [-2.2, 2.7, 0.8], [-0.7, -0.1, -0.2], [0.3, 0.5, 0.3], [-0.4, 0.2, -0.1], [0.6, -0.3, -0.7]], "lowdin_spin": [0.031, 0.022, 0.125, 3.739, 0.126, 0.080, 0.029, 0.030, 0.011, 0.165, 0.479, 0.138, 0.004, 0.011, 0.009, 0.001], "charge": 2, "e_lumo_ev": [-10.09, -10.71], "spin_multiplicity": 6, "orbital_gap_ev": [7.9, 9.3]}

---

# 7
{"formula": "C4H7I", "method": "the ωB97M-V functional and the def2-TZVPD basis", "species": ["C", "C", "C", "C", "I", "H", "H", "H", "H", "H", "H", "H"], "xyz": [[1.16347, -1.50975, 1.25615], [-0.76360, 1.73631, 0.56640], [-0.17182, 0.64114, 0.11687], [-0.33083, 0.25208, -1.32306], [0.53296, -3.03396, -0.07500], [2.01853, -0.97744, 0.99170], [0.89355, -1.67947, 2.20025], [-0.68290, 1.90958, 1.63160], [-1.41466, 2.48821, -0.05334], [-0.07087, 0.97577, -2.18175], [-1.41766, -0.16531, -1.61657], [0.24382, -0.63716, -1.51324]], "forces_ev_per_angstrom": [[-1.0, -0.1, -4.2], [-0.3, 0.3, 0.7], [-1.5, 1.3, -2.0], [-1.5, -1.4, -1.9], [0.5, 0.6, 0.8], [1.2, 0.6, -0.4], [-1.1, -0.4, 3.5], [-0.2, 0.5, 0.1], [1.4, -1.7, 1.0], [-0.2, -0.6, 1.8], [2.0, 1.2, 1.1], [0.5, -0.3, -0.4]], "nbo_charge": [-0.437, -0.534, 0.142, -0.755, 0.132, 0.183, 0.158, 0.208, 0.220, 0.235, 0.223, 0.225], "e_lumo_ev": [-0.31, -0.44], "orbital_gap_ev": [8.8, 8.1]}

---

# 8
{"formula": "C4H7IN", "method": "the ωB97M-V functional and the def2-TZVPD basis", "species": ["C", "C", "C", "C", "N", "I", "H", "H", "H", "H", "H", "H", "H"], "xyz": [[0.85363, -0.91099, 0.60778], [1.26536, -0.54997, -0.80722], [-1.18965, 1.49198, 0.80652], [-0.18900, -0.66533, -0.40462], [-0.81532, 0.80474, -0.21684], [-1.74868, -2.03457, -1.01026], [1.04958, -1.87104, 0.98539], [1.17296, -0.17286, 1.26414], [1.40771, 0.37927, -1.16015], [1.66456, -1.32743, -1.40772], [-0.71307, 1.15515, 1.73111], [-1.68750, 2.39674, 0.75129], [-1.07058, 1.30432, -1.13942]], "forces_ev_per_angstrom": [[0.6, 0.7, -1.3], [-2.2, -3.5, 0.6], [3.3, -3.3, 0.2], [-1.2, 1.5, 0.9], [-1.3, 0.9, -2.4], [1.0, 0.8, 0.3], [0.1, -1.3, 0.0], [-0.2, 1.3, 1.5], [1.4, 3.3, -0.5], [0.2, -0.6, -0.6], [-0.9, 0.0, 0.3], [-1.0, 1.6, -0.4], [0.3, -1.6, 1.4]], "nbo_charge": [-0.451, -0.402, 0.134, -0.014, -0.432, 0.291, 0.267, 0.234, 0.225, 0.254, 0.221, 0.233, 0.440], "charge": 1, "e_lumo_ev": -5.35, "smiles": "C=[NH+]C1(I)CC1", "orbital_gap_ev": 8.4}

---

# 9
{"formula": "C4H7IN", "method": "the ωB97M-V functional and the def2-TZVPD basis", "species": ["C", "C", "C", "C", "N", "I", "H", "H", "H", "H", "H", "H", "H"], "xyz": [[0.86217, 1.19551, -1.57915], [1.51277, 0.95673, -0.47193], [-0.16449, 0.95874, -0.48615], [-0.92772, -0.32969, -0.17845], [-0.51096, -1.22251, 1.05982], [3.06954, 0.61049, 0.87693], [0.98572, 1.61056, -2.53223], [-0.76469, 1.73020, 0.04468], [-0.81877, -1.17103, -0.90685], [-1.87479, -0.13726, 0.09005], [0.40362, -1.66669, 0.89417], [-1.26481, -1.85271, 1.29395], [-0.50760, -0.68235, 1.89518]], "forces_ev_per_angstrom": [[0.6, -0.4, 2.4], [-2.7, -0.3, 0.2], [1.5, -0.7, 1.8], [3.9, -2.6, -1.7], [0.5, 1.1, -0.4], [-0.8, 0.3, -0.9], [-0.2, 0.2, -1.3], [1.1, 0.3, -0.7], [-0.6, 1.2, -0.2], [-3.6, 0.8, 0.2], [-0.5, 0.0, 0.4], [-0.1, -1.0, -0.7], [0.9, 1.0, 1.0]], "nbo_charge": [-0.185, -0.172, -0.301, -0.188, -0.685, 0.320, 0.253, 0.215, 0.218, 0.208, 0.450, 0.438, 0.428], "charge": 1, "e_lumo_ev": -3.76, "smiles": "[NH3+]C[C@@H]1C=C1I", "orbital_gap_ev": 9.4}